No. 1
{
  "formula": "C30H30CrIN6O2STe",
  "method": "wB97M-V/def2-TZVPD",
  "symbols": ["Cr", "C", "C", "N", "N", "C", "N", "S", "C", "C", "C", "C", "C", "N", "H", "H", "H", "H", "H", "H", "H", "H", "H", "H", "C", "C", "N", "C", "C", "C", "O", "C", "C", "N", "C", "C", "C", "C", "C", "C", "I", "C", "O", "H", "H", "H", "H", "H", "H", "H", "H", "H", "H", "H", "H", "C", "Te", "C", "C", "C", "C", "C", "C", "C", "H", "H", "H", "H", "H", "H", "H", "H"],
  "coordinates": [[-0.833, -1.089, 0.760], [2.047, -4.383, 0.555], [1.029, -3.360, 0.172], [0.995, -2.131, 0.746], [1.941, -1.869, 1.692], [1.792, -0.881, 2.615], [2.802, -0.645, 3.461], [0.273, -0.054, 2.617], [-0.093, -3.632, -0.690], [-0.090, -4.778, -1.518], [-1.214, -4.950, -2.337], [-2.200, -3.944, -2.352], [-2.055, -2.874, -1.493], [-1.056, -2.647, -0.691], [1.872, -5.049, 1.381], [3.005, -3.884, 0.693], [2.085, -5.025, -0.309], [2.886, -2.224, 1.621], [3.439, -1.436, 3.615], [2.764, 0.050, 4.181], [0.804, -5.394, -1.480], [-1.290, -5.518, -3.232], [-3.176, -3.937, -2.902], [-2.807, -2.062, -1.466], [0.274, 1.044, -3.430], [-1.136, 1.150, -2.945], [-2.054, 1.547, -3.815], [-3.341, 1.683, -3.399], [-3.762, 1.547, -2.108], [-5.247, 1.864, -1.842], [-5.420, 2.723, -0.711], [-2.810, 1.019, -1.158], [-3.259, 0.658, 0.170], [-2.715, -0.191, 1.047], [-3.308, -0.457, 2.341], [-3.902, 0.586, 2.988], [-4.555, 0.416, 4.232], [-4.633, -0.847, 4.759], [-4.137, -1.919, 4.045], [-3.326, -1.702, 2.935], [-2.236, -3.411, 2.119], [-1.471, 0.736, -1.581], [-0.574, 0.053, -0.864], [0.190, 0.947, -4.533], [0.746, 0.193, -2.983], [0.862, 1.881, -3.116], [-4.039, 1.725, -4.262], [-5.793, 0.949, -1.684], [-5.601, 2.314, -2.794], [-6.364, 2.930, -0.593], [-4.120, 1.245, 0.495], [-3.882, 1.554, 2.471], [-5.044, 1.265, 4.679], [-5.099, -0.939, 5.733], [-4.351, -2.916, 4.421], [6.699, 1.762, -0.760], [5.372, -0.030, -0.966], [3.748, 1.551, -0.643], [4.466, 2.827, -0.427], [3.696, 3.978, -0.202], [4.278, 5.194, -0.014], [5.658, 5.270, 0.045], [6.490, 4.127, -0.051], [5.879, 2.926, -0.370], [7.312, 1.880, -1.641], [7.361, 1.372, 0.037], [3.146, 1.353, 0.267], [3.123, 1.546, -1.554], [2.600, 3.845, -0.315], [3.710, 6.103, 0.032], [6.071, 6.277, 0.187], [7.578, 4.088, 0.120]],
  "de_lowest_kj_mol": 108.61,
  "charge": 1,
  "total_energy_ev": -99276.098,
  "spin_multiplicity": 5,
  "e_lumo_ev": [-4.0, -4.1],
  "s_squared": 6.035,
  "molar_mass_g_mol": 845.2
}



No. 2
{
  "formula": "C30H30F3IN2O2PW",
  "method": "wB97M-V/def2-TZVPD",
  "symbols": ["W", "I", "C", "C", "C", "C", "C", "C", "C", "C", "C", "P", "C", "C", "C", "C", "C", "C", "C", "C", "C", "C", "C", "C", "C", "H", "H", "H", "H", "H", "H", "H", "H", "H", "H", "H", "H", "H", "H", "H", "H", "C", "C", "N", "C", "C", "C", "C", "N", "H", "H", "H", "H", "H", "H", "H", "H", "H", "H", "H", "H", "H", "H", "F", "C", "F", "F", "C", "O", "O"],
  "coordinates": [[-0.795, -0.524, -1.648], [1.514, -1.736, -2.022], [2.774, -1.670, -0.324], [3.957, -2.290, -0.642], [5.037, -2.247, 0.251], [4.903, -1.526, 1.400], [3.687, -0.882, 1.734], [3.634, -0.144, 2.943], [2.493, 0.486, 3.333], [1.333, 0.336, 2.559], [1.314, -0.388, 1.380], [-0.353, -0.677, 0.740], [-1.526, 0.322, 1.662], [-1.849, 1.599, 1.194], [-2.708, 2.407, 1.919], [-3.251, 1.943, 3.112], [-2.930, 0.678, 3.584], [-2.066, -0.135, 2.865], [-0.821, -2.408, 0.922], [0.156, -3.395, 1.105], [-0.225, -4.717, 1.268], [-1.570, -5.061, 1.246], [-2.545, -4.085, 1.059], [-2.177, -2.762, 0.895], [2.538, -0.970, 0.889], [4.083, -2.809, -1.585], [5.960, -2.753, 0.004], [5.733, -1.437, 2.090], [4.529, -0.091, 3.550], [2.455, 1.060, 4.249], [0.425, 0.787, 2.929], [-1.429, 1.968, 0.265], [-2.963, 3.396, 1.561], [-3.928, 2.572, 3.676], [-3.352, 0.323, 4.514], [-1.811, -1.115, 3.246], [1.205, -3.136, 1.160], [0.526, -5.477, 1.429], [-1.863, -6.094, 1.381], [-3.593, -4.356, 1.055], [-2.944, -2.008, 0.760], [2.348, 1.838, -1.939], [1.088, 2.143, -1.148], [0.155, 2.995, -1.893], [0.452, 4.456, -1.819], [-0.268, 5.103, -0.647], [-0.850, 2.530, -2.566], [-1.730, 3.417, -3.383], [-1.144, 1.182, -2.544], [3.003, 1.197, -1.349], [2.898, 2.751, -2.159], [2.121, 1.343, -2.884], [1.313, 2.652, -0.210], [0.571, 1.218, -0.834], [0.189, 4.913, -2.769], [1.531, 4.542, -1.711], [-1.351, 5.044, -0.753], [0.006, 6.156, -0.600], [0.017, 4.646, 0.302], [-1.197, 3.727, -4.286], [-2.009, 4.313, -2.833], [-2.639, 2.900, -3.683], [-1.920, 1.002, -3.187], [-2.610, -4.784, -3.433], [-1.949, -3.760, -2.973], [-1.287, -3.135, -3.956], [-1.051, -4.137, -2.057], [-2.928, -2.761, -2.316], [-4.078, -2.880, -2.166], [-2.239, -1.594, -1.910]],
  "de_lowest_kj_mol": 0.00,
  "charge": 3,
  "total_energy_ev": -66013.595,
  "e_lumo_ev": [-10.8, -10.8],
  "molar_mass_g_mol": 849.3
}